# 1
Molecular formula: C4H12N2
Method: DFT, wB97M-V/def2-TZVPD

HOMO-LUMO gap (spin up / spin down) = 4.02 / 8.24 eV
Lowest unoccupied orbital energy (spin up / spin down) = -3.7 / -3.8 eV
Maximum force = 0.064 hartree/bohr
DFT total energy = -7311.6486 eV

```
! RIJCOSX wB97M-V def2-TZVPD def2/J DEFGRID3
* xyz 1 2
C -1.38869 0.03719 -0.02828
C 0.02143 0.65439 0.22497
C 1.02230 -0.49157 0.37001
C 0.96093 -1.82187 0.04405
N 2.34816 0.11540 -0.19015
N -2.61533 1.08637 -0.13907
H -1.47570 -0.43295 -0.99306
H -1.67412 -0.71695 0.69420
H 0.39476 1.43857 -0.48548
H -0.08187 1.32295 1.11433
H 1.82305 -2.43420 -0.25031
H 0.00519 -2.33699 0.13395
H 2.39478 0.90117 0.45582
H 2.17058 0.63058 -1.09229
H 3.01686 -0.62124 -0.36834
H -3.38798 0.65788 -0.70582
H -3.08087 1.27732 0.76491
H -2.34630 1.95359 -0.61748
*
```


# 2
Molecular formula: C4H12N2
Method: DFT, wB97M-V/def2-TZVPD

HOMO-LUMO gap = 12.70 eV
Lowest unoccupied orbital energy = -8.3 eV
Maximum force = 0.027 hartree/bohr
DFT total energy = -7305.4514 eV
SMILES string = C=[NH+]CCC[NH3+]

```
! RIJCOSX wB97M-V def2-TZVPD def2/J DEFGRID3
* xyz 2 1
C -0.80325 2.87929 -1.24151
N 0.01093 2.03174 -0.77818
C -0.22138 1.10418 0.34336
C 0.61697 -0.19277 0.18933
C -0.21591 -1.38311 0.69085
N 0.50644 -2.68471 0.41740
H -1.79025 2.83695 -0.79305
H -0.58871 3.60028 -2.01430
H 0.88326 1.86195 -1.27943
H 0.05732 1.58566 1.27648
H -1.27276 0.82513 0.34167
H 0.86206 -0.37189 -0.85743
H 1.54776 -0.16346 0.72236
H -1.15083 -1.44142 0.13599
H -0.44061 -1.36383 1.75456
H 0.80160 -2.86021 -0.54915
H 1.30836 -2.78672 1.04530
H -0.11101 -3.47704 0.59575
*
```


Number 2 is which compound?
C4H12N2


What is the DFT total energy in the second record?
-7305.4514 eV